Entry 1:
{
  "formula": "C31H41F2N6O3SbSeTi",
  "method": "ωB97M-V/def2-TZVPD",
  "e_above_lowest_kcal_mol": 14.0,
  "e_homo_ev": -12.55,
  "charge": 2,
  "fmax_ha_per_bohr": 0.0189,
  "gap_ev": 6.173,
  "symbols": ["Ti", "F", "C", "C", "C", "C", "C", "F", "C", "C", "C", "C", "C", "C", "N", "H", "H", "H", "H", "H", "H", "C", "O", "C", "O", "N", "N", "H", "H", "H", "H", "H", "H", "C", "C", "C", "Sb", "C", "C", "C", "C", "C", "C", "H", "H", "H", "H", "H", "H", "H", "H", "H", "H", "H", "H", "H", "H", "H", "H", "H", "H", "H", "H", "H", "O", "C", "N", "C", "N", "C", "Se", "N", "C", "C", "C", "C", "C", "C", "H", "H", "H", "H", "H", "H", "H", "H"],
  "coordinates": [[-0.450, 0.677, 0.292], [-3.835, 4.965, 0.278], [-3.685, 3.639, 0.211], [-2.401, 3.119, 0.264], [-2.220, 1.747, 0.205], [-3.343, 0.904, 0.074], [-4.601, 1.483, 0.025], [-5.690, 0.709, -0.063], [-4.802, 2.848, 0.091], [-3.120, -0.547, 0.188], [-4.002, -1.546, -0.182], [-3.699, -2.859, 0.151], [-2.535, -3.144, 0.847], [-1.666, -2.110, 1.115], [-1.935, -0.842, 0.773], [-1.590, 3.825, 0.342], [-5.798, 3.269, 0.064], [-4.914, -1.302, -0.703], [-4.382, -3.653, -0.123], [-2.286, -4.149, 1.154], [-0.719, -2.293, 1.602], [-0.423, -0.132, 4.652], [0.864, -0.407, 4.014], [1.040, -0.030, 2.790], [0.139, 0.551, 2.113], [2.229, -0.276, 2.270], [2.415, -0.024, 0.902], [-0.239, -0.257, 5.711], [-1.151, -0.855, 4.296], [-0.738, 0.882, 4.429], [2.929, -0.739, 2.837], [2.553, -0.931, 0.438], [3.241, 0.551, 0.767], [-0.154, 4.789, 2.305], [1.171, 4.354, 1.687], [2.031, 3.605, 2.708], [1.001, 3.113, -0.065], [0.365, 4.357, -1.709], [-0.773, 3.769, -2.544], [0.071, 5.782, -1.250], [3.078, 2.963, -0.583], [3.239, 2.080, -1.820], [3.671, 4.356, -0.778], [0.045, 5.364, 3.213], [-0.770, 3.934, 2.593], [-0.740, 5.429, 1.646], [1.713, 5.234, 1.336], [1.505, 2.728, 3.093], [2.240, 4.252, 3.564], [2.994, 3.286, 2.305], [1.270, 4.354, -2.319], [-1.746, 4.016, -2.120], [-0.720, 2.686, -2.651], [-0.740, 4.198, -3.548], [-0.851, 5.833, -0.667], [-0.068, 6.425, -2.123], [0.877, 6.216, -0.655], [3.566, 2.498, 0.275], [2.778, 2.542, -2.697], [2.789, 1.091, -1.699], [4.298, 1.942, -2.053], [3.180, 4.904, -1.583], [4.725, 4.264, -1.050], [3.624, 4.964, 0.126], [-0.300, -1.425, -3.232], [-0.273, -0.669, -2.367], [-0.243, 0.162, -1.463], [2.936, -5.070, 1.670], [2.331, -5.437, 0.402], [1.720, -4.611, -0.466], [1.399, -2.785, -0.348], [1.342, -5.358, -1.519], [1.717, -6.690, -1.345], [1.559, -7.816, -2.136], [2.070, -8.999, -1.632], [2.711, -9.051, -0.387], [2.864, -7.921, 0.397], [2.351, -6.740, -0.117], [2.715, -4.025, 1.862], [4.014, -5.216, 1.623], [2.522, -5.687, 2.466], [0.882, -4.959, -2.321], [1.065, -7.777, -3.098], [1.974, -9.905, -2.214], [3.096, -9.997, -0.031], [3.360, -7.962, 1.357]]
}

=====

Entry 2:
{
  "formula": "C4H10N2O",
  "method": "ωB97M-V/def2-TZVPD",
  "e_above_lowest_kcal_mol": 75.2,
  "smiles": "NCCCNC=O",
  "e_homo_ev": -9.37,
  "charge": 0,
  "fmax_ha_per_bohr": 0.0893,
  "gap_ev": 10.215,
  "symbols": ["O", "C", "N", "C", "C", "C", "N", "H", "H", "H", "H", "H", "H", "H", "H", "H", "H"],
  "coordinates": [[0.348, -1.929, 2.093], [-0.229, -1.643, 1.039], [-1.084, -0.613, 0.764], [-1.424, 0.025, -0.484], [-0.335, 0.625, -1.268], [0.723, 1.107, -0.206], [2.088, 0.283, 0.014], [0.254, -2.455, 0.378], [-1.653, -0.540, 1.591], [-2.151, 0.751, -0.167], [-2.056, -0.515, -1.178], [0.003, -0.109, -2.016], [-0.497, 1.500, -1.887], [1.246, 1.940, -0.568], [0.200, 1.283, 0.770], [2.730, 0.825, 0.605], [1.838, -0.535, 0.520]]
}

=====

Entry 3:
{
  "formula": "C2H10O5",
  "method": "ωB97M-V/def2-TZVPD",
  "e_above_lowest_kcal_mol": 46.6,
  "smiles": "CC(=O)O.O.O.O",
  "e_homo_ev": -11.21,
  "charge": 0,
  "fmax_ha_per_bohr": 0.0897,
  "gap_ev": 11.590,
  "symbols": ["O", "C", "O", "C", "H", "H", "H", "H", "H", "H", "O", "H", "H", "O", "H", "H", "O"],
  "coordinates": [[1.320, -0.659, 0.741], [1.104, -0.009, -0.225], [0.522, -0.753, -1.197], [1.165, 1.376, -0.623], [0.550, -1.693, -1.010], [2.173, 1.707, -0.777], [0.605, 2.053, 0.000], [0.925, 1.496, -1.776], [-2.853, 2.005, -1.522], [-2.525, 0.595, -2.208], [-3.269, 1.213, -2.086], [0.794, 0.769, 2.410], [0.045, 1.432, 3.559], [0.136, 1.539, 2.533], [-0.042, -1.797, 0.859], [0.384, -3.337, 0.569], [-0.418, -2.770, 0.633]]
}

=====

Entry 4:
{
  "formula": "C4H9N",
  "method": "ωB97M-V/def2-TZVPD",
  "e_above_lowest_kcal_mol": 51.2,
  "smiles": "C=CCNC",
  "e_homo_ev": -8.34,
  "charge": 0,
  "fmax_ha_per_bohr": 0.0882,
  "gap_ev": 9.447,
  "symbols": ["C", "N", "C", "C", "C", "H", "H", "H", "H", "H", "H", "H", "H", "H"],
  "coordinates": [[-1.211, -0.904, -1.624], [-0.494, -0.134, -0.695], [0.747, -0.362, -0.109], [0.197, 1.281, 1.647], [0.990, 0.310, 1.225], [-1.498, -0.505, -2.669], [-0.692, -1.932, -1.767], [-2.144, -1.302, -1.136], [-0.595, 0.884, -0.910], [1.585, -0.269, -0.850], [0.859, -1.405, 0.133], [0.435, 2.141, 2.247], [-0.689, 1.505, 1.068], [1.860, -0.129, 1.910]]
}

=====

Entry 5:
{
  "formula": "C28H49LaN2OP3S",
  "method": "ωB97M-V/def2-TZVPD",
  "e_above_lowest_kcal_mol": 4.5,
  "e_homo_ev": -14.84,
  "charge": 3,
  "fmax_ha_per_bohr": 0.0507,
  "gap_ev": 6.339,
  "symbols": ["La", "P", "P", "P", "H", "C", "C", "H", "C", "C", "C", "C", "C", "C", "C", "C", "C", "H", "H", "H", "H", "H", "H", "H", "H", "H", "H", "H", "H", "H", "H", "H", "H", "H", "H", "H", "H", "H", "H", "H", "H", "H", "H", "H", "H", "H", "C", "C", "C", "C", "C", "C", "S", "H", "H", "H", "H", "H", "H", "C", "N", "N", "C", "O", "C", "C", "C", "C", "C", "C", "C", "C", "C", "H", "H", "H", "H", "H", "H", "H", "H", "H", "H", "H", "H"],
  "coordinates": [[1.163, -1.132, -0.365], [-0.428, 1.727, 0.690], [-3.333, -2.065, -1.400], [2.929, 1.023, -0.335], [2.232, -2.339, -4.272], [2.837, -2.086, -3.390], [2.857, -2.834, -2.281], [2.605, -3.908, -2.354], [-0.899, 3.058, -0.499], [-1.996, 1.675, 1.650], [0.551, 2.795, 1.844], [-4.897, -2.760, -1.932], [-3.126, -1.961, 0.386], [-3.018, -0.432, -2.034], [4.044, 0.001, -1.362], [4.073, 1.355, 1.043], [2.845, 2.562, -1.271], [3.450, -1.211, -3.598], [3.317, -2.560, -1.305], [-1.419, 3.879, 0.015], [-1.565, 2.626, -1.255], [-0.007, 3.453, -0.998], [-2.253, 2.665, 2.064], [-1.923, 0.969, 2.490], [-2.818, 1.354, 0.994], [-0.105, 3.518, 2.357], [1.309, 3.355, 1.282], [1.053, 2.187, 2.609], [-5.540, -2.917, -1.022], [-4.700, -3.728, -2.405], [-5.423, -2.103, -2.641], [-3.870, -1.235, 0.770], [-2.100, -1.626, 0.672], [-3.354, -2.956, 0.825], [-3.819, -0.186, -2.719], [-2.082, -0.456, -2.573], [-2.959, 0.307, -1.244], [4.754, 0.591, -1.931], [3.368, -0.442, -2.083], [4.556, -0.800, -0.823], [4.993, 1.830, 0.683], [4.332, 0.410, 1.536], [3.571, 2.012, 1.759], [3.802, 2.808, -1.742], [2.556, 3.378, -0.597], [2.091, 2.487, -2.063], [-0.501, -1.397, -3.959], [0.085, -0.100, -4.027], [-0.318, 0.778, -5.042], [-1.272, 0.386, -5.993], [-1.871, -0.886, -5.920], [-1.489, -1.770, -4.913], [-0.289, -2.502, -2.583], [-2.344, -2.921, -1.998], [0.774, 0.248, -3.232], [0.052, 1.789, -5.053], [-1.603, 1.024, -6.780], [-2.657, -1.181, -6.634], [-2.013, -2.714, -4.765], [0.435, -2.691, 6.385], [0.268, -1.843, 5.214], [0.556, -2.260, 3.942], [0.480, -1.194, 3.097], [0.693, -1.306, 1.811], [0.134, -0.076, 3.902], [0.050, -0.512, 5.200], [-0.244, 0.287, 6.410], [0.667, -3.653, 3.627], [-0.249, -4.555, 4.169], [-0.010, -5.917, 4.066], [1.039, -6.364, 3.244], [1.874, -5.448, 2.586], [1.689, -4.078, 2.770], [-0.350, -3.460, 6.464], [0.362, -2.025, 7.254], [1.420, -3.213, 6.388], [-0.052, 0.917, 3.540], [-1.081, 0.963, 6.202], [-0.512, -0.318, 7.271], [0.615, 0.917, 6.679], [-1.110, -4.170, 4.706], [-0.664, -6.611, 4.585], [1.195, -7.429, 3.121], [2.669, -5.792, 1.922], [2.338, -3.329, 2.290]]
}

=====

Entry 6:
{
  "formula": "C19H22BrF9N3S",
  "method": "ωB97M-V/def2-TZVPD",
  "e_homo_ev": -9.51,
  "charge": 1,
  "fmax_ha_per_bohr": 0.0214,
  "gap_ev": 5.073,
  "symbols": ["F", "C", "F", "C", "C", "C", "C", "C", "C", "N", "C", "C", "C", "Br", "C", "F", "F", "S", "F", "F", "F", "F", "F", "H", "H", "H", "H", "H", "H", "H", "H", "H", "H", "H", "H", "N", "C", "C", "C", "C", "H", "H", "H", "H", "H", "N", "C", "C", "C", "C", "H", "H", "H", "H", "H"],
  "coordinates": [[2.662, -1.936, -2.859], [3.613, -2.832, -2.507], [4.066, -3.371, -3.672], [3.062, -3.964, -1.670], [1.910, -4.658, -2.420], [0.702, -5.059, -1.561], [0.207, -4.010, -0.558], [0.006, -2.625, -1.108], [-0.313, -2.403, -2.443], [-0.453, -1.157, -2.917], [-0.303, -0.066, -2.157], [-0.021, -0.207, -0.811], [0.124, -1.490, -0.288], [0.430, -1.618, 1.548], [4.845, -2.063, -1.960], [5.873, -2.897, -1.925], [5.125, -1.080, -2.814], [4.658, -1.304, -0.237], [3.069, -1.430, -0.334], [4.534, 0.165, -0.814], [6.218, -1.147, -0.139], [4.734, -2.751, 0.375], [4.489, -0.739, 1.216], [3.867, -4.680, -1.549], [2.790, -3.639, -0.674], [1.576, -4.064, -3.262], [2.300, -5.569, -2.859], [-0.114, -5.281, -2.251], [0.874, -5.988, -1.031], [0.911, -3.957, 0.262], [-0.734, -4.335, -0.115], [-0.435, -3.236, -3.110], [-0.667, -1.032, -3.898], [-0.415, 0.907, -2.601], [0.069, 0.650, -0.167], [-0.112, 3.774, 1.444], [-0.901, 2.779, 1.952], [-2.183, 3.001, 1.522], [-2.165, 4.179, 0.724], [-0.874, 4.631, 0.697], [0.874, 3.870, 1.604], [-0.484, 2.004, 2.573], [-3.039, 2.388, 1.755], [-3.005, 4.641, 0.233], [-0.435, 5.488, 0.215], [-4.970, 4.555, 3.274], [-4.728, 5.086, 4.511], [-5.829, 5.812, 4.879], [-6.774, 5.714, 3.822], [-6.215, 4.931, 2.848], [-4.331, 3.980, 2.759], [-3.798, 4.904, 5.021], [-5.945, 6.354, 5.802], [-7.751, 6.166, 3.783], [-6.596, 4.611, 1.893]]
}

=====

Per-record LUMO energy, eV: -6.4, 0.8, 0.4, 1.1, -8.5, -4.4